Record 1
Computed, not measured: C7H23N7O4Pb as an isolated structure at a distorted geometry, with ωB97M-V with the def2-TZVPD basis set.

The largest force on an atom is 1.8 eV/A. For the energy above the lowest of the compared OMol25 structures with the same formula, charge and spin, the calculation gives 33.7 kJ/mol. The calculation puts the HOMO energy at -16.0 eV. The electronic energy is -1157.25741 a.u. As for the total charge: +2. The calculation puts the HOMO-LUMO gap at 10.531 eV.

XYZ file:
```
42
C7H23N7O4Pb (ωB97M-V with the def2-TZVPD basis set)
Pb -0.333 1.185 0.624
C 2.982 1.547 2.072
O 1.759 1.453 1.822
N 3.426 1.888 3.296
N 3.921 1.194 1.189
H 2.702 2.195 3.925
H 4.373 1.797 3.616
H 3.622 0.678 0.379
H 4.900 1.186 1.421
C -3.740 1.070 -0.353
O -2.654 1.681 -0.309
N -4.447 0.801 0.765
N -4.246 0.571 -1.498
H -5.200 0.141 0.688
H -4.117 1.147 1.648
H -3.577 0.504 -2.244
H -5.091 0.032 -1.428
C -1.825 -2.099 0.902
O -1.207 -1.038 1.121
N -2.049 -3.010 1.862
N -2.360 -2.508 -0.279
H -2.312 -3.963 1.687
H -1.996 -2.767 2.839
H -2.957 -3.304 -0.181
H -2.231 -1.907 -1.074
C 2.071 1.851 -1.866
C 1.097 0.732 -2.274
C 1.368 -0.642 -1.636
O 1.363 -0.504 -0.201
C 1.706 -1.739 0.469
N -0.273 1.103 -1.942
H 2.373 1.684 -0.831
H 1.634 2.842 -1.968
H 2.979 1.691 -2.446
H 1.234 0.558 -3.346
H 2.335 -1.036 -1.952
H 0.633 -1.370 -1.990
H 1.146 -1.914 1.388
H 2.696 -1.569 0.898
H 1.657 -2.620 -0.165
H -0.932 0.429 -2.309
H -0.429 2.031 -2.320
```

---

Record 2
Computed, not measured: a 8-piece molecular cluster, C22H58O11 overall at a distorted geometry, with ωB97M-V with the def2-TZVPD basis set.

The SMILES is COCCOCCCCC(=O)O.CCO.CCO.CCO.CCO.CCO.CCO.CCO. The largest force on an atom is 4.2 eV/A. For the energy above the lowest of the compared OMol25 structures with the same formula, charge and spin, the calculation gives 0.0 kJ/mol. The calculation puts the HOMO energy at -9.3 eV. The electronic energy is -1700.54532 a.u. The calculation puts the HOMO-LUMO gap at 9.858 eV.

XYZ file:
```
91
C22H58O11 (ωB97M-V with the def2-TZVPD basis set)
C -2.245 2.826 2.154
O -1.171 3.610 1.665
C -1.066 3.577 0.254
C -1.583 4.933 -0.346
O -2.355 5.656 0.606
C -3.712 5.719 0.220
C -4.547 6.483 1.225
C -6.031 6.329 0.846
C -6.669 5.125 1.574
C -6.648 3.828 0.826
O -6.718 2.823 1.409
O -6.526 3.845 -0.505
H -3.146 2.951 1.554
H -1.982 1.771 2.126
H -2.440 3.174 3.156
H -1.683 2.758 -0.094
H -0.036 3.434 -0.035
H -2.225 4.671 -1.174
H -0.769 5.566 -0.671
H -4.104 4.700 0.159
H -3.839 6.213 -0.739
H -4.256 7.523 1.137
H -4.350 6.181 2.245
H -6.560 7.248 1.037
H -6.058 6.153 -0.222
H -6.102 4.938 2.466
H -7.685 5.371 1.842
H -6.151 2.981 -0.730
C 2.402 1.174 0.276
C 1.053 0.488 0.345
O 0.641 0.047 -0.959
H 2.359 2.033 -0.397
H 2.713 1.515 1.262
H 3.162 0.493 -0.120
H 0.298 1.175 0.719
H 1.087 -0.376 1.011
H 1.314 -0.569 -1.274
C 0.734 -3.292 1.084
C -0.041 -3.926 -0.054
O -0.969 -2.985 -0.600
H 0.050 -2.946 1.861
H 1.447 -3.989 1.529
H 1.278 -2.420 0.715
H -0.611 -4.784 0.301
H 0.630 -4.262 -0.848
H -0.466 -2.227 -0.924
C 5.044 3.601 4.197
C 4.610 3.103 2.830
O 3.191 2.986 2.748
H 4.693 2.924 4.976
H 6.131 3.676 4.260
H 4.615 4.584 4.403
H 5.023 2.114 2.636
H 4.960 3.783 2.046
H 2.815 3.859 2.906
C -3.410 -2.963 2.491
C -3.601 -1.497 2.147
O -2.475 -0.985 1.443
H -2.513 -3.097 3.098
H -4.268 -3.352 3.043
H -3.280 -3.558 1.584
H -3.710 -0.902 3.052
H -4.500 -1.360 1.536
H -2.371 -1.505 0.633
C 0.952 -0.387 -5.553
C 1.781 -1.284 -4.652
O 2.487 -0.523 -3.673
H 1.590 0.342 -6.054
H 0.424 -0.970 -6.309
H 0.217 0.171 -4.969
H 2.526 -1.826 -5.232
H 1.143 -2.017 -4.146
H 1.834 -0.046 -3.150
C 3.040 -6.259 -4.125
C 2.229 -5.943 -2.881
O 1.276 -4.909 -3.140
H 3.560 -5.366 -4.475
H 3.775 -7.040 -3.925
H 2.389 -6.595 -4.937
H 2.875 -5.593 -2.085
H 1.703 -6.834 -2.526
H 0.688 -5.218 -3.839
C 6.133 -6.366 0.431
C 5.090 -6.210 -0.659
O 3.821 -6.711 -0.240
H 6.234 -7.415 0.712
H 7.104 -5.995 0.101
H 5.838 -5.817 1.329
H 5.377 -6.774 -1.546
H 4.985 -5.156 -0.941
H 3.553 -6.210 0.538
```

---

Record 3
Computed, not measured: the molecule C3H3Cl at a distorted geometry, with ωB97M-V with the def2-TZVPD basis set.

The SMILES is C#CCCl. The largest force on an atom is 9.0 eV/A. For the energy above the lowest of the compared OMol25 structures with the same formula, charge and spin, the calculation gives 131.5 kJ/mol. The calculation puts the HOMO energy at -10.0 eV. The electronic energy is -576.17324 a.u. The calculation puts the HOMO-LUMO gap at 10.328 eV.

XYZ file:
```
7
C3H3Cl (ωB97M-V with the def2-TZVPD basis set)
C -1.293 -0.234 -1.177
C -0.514 0.247 -0.215
C 0.722 0.031 0.541
Cl 1.598 1.558 1.083
H -2.229 -0.370 -1.862
H 1.426 -0.855 0.168
H 0.289 -0.377 1.462
```

---

Record 4
Computed, not measured: C48H67AsCl2MoOPSb as an isolated structure at a distorted geometry, with ωB97M-V with the def2-TZVPD basis set.

The largest force on an atom is 1.9 eV/A. The calculation puts the HOMO energy (alpha / beta) at -17.0 / -17.5 eV. The electronic energy is -5748.97285 a.u. As for the multiplicity: 3. As for the total charge: +4. The calculation puts the HOMO-LUMO gap (alpha / beta) at 5.670 / 5.378 eV.

XYZ file:
```
122
C48H67AsCl2MoOPSb (ωB97M-V with the def2-TZVPD basis set)
Mo -0.532 0.933 1.589
C 0.295 -0.259 4.913
C -0.627 -0.118 3.756
C -1.459 1.028 3.631
C -2.613 0.993 2.785
C -3.740 1.931 3.037
C -2.680 -0.017 1.811
C -1.671 -1.010 1.701
C -1.821 -2.155 0.747
C -0.690 -1.077 2.749
H -0.188 -0.876 5.675
H 0.512 0.703 5.371
H 1.226 -0.752 4.635
H -1.413 1.790 4.405
H -4.252 1.606 3.949
H -4.466 1.921 2.225
H -3.393 2.948 3.214
H -3.561 -0.095 1.178
H -2.299 -3.004 1.241
H -0.846 -2.493 0.395
H -2.441 -1.879 -0.103
H -0.058 -1.961 2.808
Cl 2.985 2.104 -0.075
C 3.034 2.571 1.635
Cl 1.603 1.983 2.505
H 3.061 3.660 1.717
H 3.913 2.115 2.094
O 1.337 -0.449 0.443
H 2.008 0.215 0.197
H 0.905 -0.694 -0.386
C -2.603 1.844 -1.370
C -2.868 2.983 -2.350
As -4.535 2.753 -3.470
C -5.792 1.985 -2.217
C -6.647 0.949 -2.596
C -7.544 0.430 -1.680
C -7.645 0.986 -0.411
C -6.825 2.047 -0.042
C -5.918 2.559 -0.947
C -4.065 1.389 -4.809
C -3.842 1.776 -6.123
C -3.500 0.831 -7.078
C -3.396 -0.501 -6.714
C -3.610 -0.884 -5.400
C -3.965 0.050 -4.440
P -0.993 2.048 -0.456
C 0.127 2.111 -1.882
C 0.347 0.874 -2.493
C 1.141 0.780 -3.620
C 1.734 1.925 -4.135
C 1.528 3.153 -3.525
C 0.714 3.258 -2.408
C -1.093 3.653 0.384
C -2.319 4.187 0.795
C -2.365 5.420 1.419
C -1.192 6.127 1.658
C 0.032 5.592 1.278
C 0.087 4.358 0.656
H -2.508 0.895 -1.914
H -3.408 1.741 -0.635
H -2.053 3.068 -3.073
H -2.954 3.946 -1.840
H -6.603 0.549 -3.602
H -8.190 -0.385 -1.964
H -8.389 0.621 0.279
H -6.934 2.499 0.932
H -5.324 3.431 -0.696
H -3.949 2.815 -6.407
H -3.343 1.137 -8.100
H -3.171 -1.243 -7.464
H -3.523 -1.923 -5.120
H -4.156 -0.264 -3.420
H -0.159 -0.007 -2.100
H 1.295 -0.173 -4.103
H 2.345 1.863 -5.021
H 1.999 4.039 -3.921
H 0.525 4.223 -1.959
H -3.236 3.653 0.592
H -3.313 5.848 1.707
H -1.230 7.097 2.127
H 0.936 6.152 1.459
H 1.029 3.955 0.313
C 4.141 -5.579 2.346
C 2.906 -4.737 2.475
C 1.685 -5.346 1.841
C 2.659 -4.238 3.874
Sb 3.393 -2.738 1.188
C 5.154 -1.494 2.171
C 6.163 -2.459 2.732
C 4.465 -0.691 3.255
C 5.738 -0.631 1.079
C 3.491 -3.046 -1.171
C 3.976 -1.772 -1.819
C 4.464 -4.180 -1.342
C 2.090 -3.423 -1.600
H 3.965 -6.515 2.884
H 5.015 -5.114 2.797
H 4.362 -5.846 1.315
H 1.438 -6.266 2.372
H 1.856 -5.626 0.804
H 0.817 -4.691 1.911
H 2.491 -5.095 4.530
H 1.770 -3.610 3.932
H 3.516 -3.699 4.275
H 5.762 -3.055 3.549
H 6.993 -1.879 3.142
H 6.583 -3.116 1.973
H 4.100 -1.335 4.053
H 3.630 -0.115 2.854
H 5.185 -0.004 3.701
H 6.258 -1.229 0.334
H 6.482 0.035 1.520
H 4.982 -0.015 0.591
H 5.023 -1.586 -1.602
H 3.386 -0.898 -1.540
H 3.894 -1.886 -2.901
H 5.445 -3.952 -0.928
H 4.606 -4.354 -2.410
H 4.092 -5.107 -0.914
H 1.423 -2.563 -1.623
H 1.661 -4.199 -0.970
H 2.137 -3.830 -2.611
```